Entry 1:
Density functional theory data (ωB97M-V with the def2-TZVPD basis set) for a structure of composition C34H84BBrClIN2O15P in a non-equilibrium geometry.

The value obtained for the HOMO-LUMO gap is 7.89 eV. The molecular weight is 1045.09 g mol⁻¹. As for the charge: +1. Its LUMO energy is -3.18 eV.

Each line ends with the Mulliken charge.
CARTESIAN COORDINATES (ANGSTROEM)
H (1.79, 1.51, 2.20)  0.64
H (-11.70, 2.16, 0.98)  0.26
C (4.50, -3.60, -5.68)  -0.82
H (-1.96, -1.65, 0.70)  0.66
C (2.42, 2.05, 0.13)  -0.50
O (-6.86, 0.92, 1.23)  -0.42
C (-5.33, 2.34, -6.27)  -0.27
H (-0.47, -5.94, 5.29)  0.34
H (6.29, -3.72, -0.96)  0.36
H (3.18, 1.47, -1.99)  -0.02
H (-1.45, -4.89, 4.25)  0.30
H (-3.97, 2.86, -1.08)  0.30
H (-5.08, 2.07, -4.36)  0.25
H (8.39, -1.79, 3.42)  0.27
O (-11.10, 2.91, 0.95)  -0.44
C (11.17, 0.37, -2.09)  -1.02
H (0.62, -4.13, 9.30)  0.22
H (1.50, 6.52, -4.10)  0.30
C (-6.80, 2.68, -6.15)  -1.02
H (5.12, 2.49, -0.52)  0.37
H (-1.71, 2.17, 0.53)  0.40
O (7.64, 0.54, 2.34)  -0.50
H (4.63, -3.32, -0.28)  0.30
C (2.73, 4.82, -4.61)  -0.14
C (10.10, 1.18, -2.80)  -0.18
C (-3.73, -1.18, -0.54)  -0.65
H (10.78, -0.07, -1.17)  0.31
C (0.11, -1.77, -2.69)  -0.09
H (-13.21, 4.96, 2.58)  0.34
C (3.31, 1.16, -0.90)  0.00
O (-3.22, 1.21, -3.07)  -0.82
H (7.35, 0.17, 1.50)  0.24
C (0.06, 0.93, 0.93)  1.91
H (3.14, -3.95, -3.53)  0.29
C (7.31, -1.64, 3.32)  -0.64
H (-3.65, -2.30, -0.77)  0.49
C (1.64, 1.08, 1.14)  -1.48
O (1.16, -2.22, -2.22)  -0.46
O (-4.66, 2.61, -5.05)  -0.40
H (-7.61, 2.60, 3.17)  0.34
H (-5.20, 1.28, -6.52)  0.25
C (-0.76, 1.92, -0.05)  -1.64
H (-0.36, 2.94, -0.32)  0.77
H (2.12, 0.03, 1.18)  0.34
I (0.29, 1.79, -2.80)  0.17
C (-0.27, -6.09, 9.26)  -0.32
O (-0.48, -2.57, 5.20)  -0.51
O (2.87, -4.60, -4.20)  -0.53
H (9.74, 2.00, -2.17)  0.23
H (-1.41, -2.45, -1.28)  0.36
N (-1.24, -0.35, -0.93)  1.17
H (-4.57, -0.32, 1.42)  0.23
H (0.19, -1.41, 0.50)  0.40
H (5.90, 0.00, 3.28)  0.12
O (2.69, 3.71, -5.50)  -0.48
C (5.67, -2.88, -0.46)  -0.28
H (7.01, -2.06, 2.36)  -0.10
H (3.20, 2.62, 0.77)  0.52
H (0.71, -5.00, 10.84)  0.36
H (-11.90, 3.97, 3.27)  0.25
H (1.40, 6.04, -5.81)  0.37
H (0.59, 5.07, -4.58)  0.19
H (0.70, -6.53, 7.63)  0.28
H (-5.88, -0.87, 0.19)  0.33
H (6.74, 1.43, -1.75)  0.30
H (0.30, -4.88, 4.08)  0.27
Cl (-4.86, -2.72, 1.46)  -0.23
H (5.14, 0.96, 0.50)  0.09
H (-1.27, -5.75, 9.51)  0.28
H (-1.33, -2.52, 4.73)  0.24
C (-12.61, 4.06, 2.44)  -1.00
H (4.82, -2.90, -4.90)  0.08
H (5.14, -4.47, -5.60)  0.27
H (-13.27, 3.18, 2.50)  0.33
C (-0.52, -4.96, 4.81)  -1.07
C (-7.65, 2.10, 1.07)  -0.30
C (6.97, -0.16, 3.39)  -0.07
H (6.81, -2.19, 4.12)  0.34
H (-6.93, 3.74, -5.89)  0.26
O (6.44, -0.56, -1.24)  -0.31
H (-2.54, 0.07, 0.85)  -0.46
H (-2.98, 1.70, -3.89)  0.34
H (-11.21, 4.95, 1.07)  0.28
O (-3.08, 3.06, -1.45)  -0.48
O (8.99, 0.34, -3.13)  -0.46
H (3.63, 5.41, -4.82)  0.32
C (3.04, -3.98, -5.47)  0.14
H (7.29, 0.26, 4.34)  0.32
B (-2.53, 1.83, -1.93)  1.55
C (-2.32, -0.75, 0.08)  -0.37
H (-2.05, -1.38, -2.72)  0.50
H (-7.45, 0.21, 1.49)  0.27
H (0.06, -1.37, 3.07)  0.33
H (-1.24, -3.91, 6.56)  0.20
C (-1.21, 1.07, -1.39)  -1.17
H (0.97, -0.27, -0.59)  -0.56
C (5.86, 0.71, -1.63)  -0.40
H (2.64, 4.06, -6.40)  0.28
H (-8.39, 1.93, 0.28)  0.27
H (5.35, 0.68, -2.66)  0.25
H (11.51, -0.45, -2.72)  0.26
H (1.78, -5.44, 9.49)  0.32
O (-0.19, -6.22, 7.84)  -0.45
C (5.57, -1.65, -1.48)  0.52
H (6.16, -2.57, 0.52)  -0.40
H (8.65, -0.02, -2.30)  0.22
C (4.88, 1.36, -0.55)  -0.51
H (2.39, -3.11, -5.53)  -0.11
C (-0.02, -0.40, -0.02)  -0.86
C (-8.34, 2.44, 2.38)  -1.03
H (1.80, 2.84, -0.38)  0.20
N (-2.11, 1.47, 2.99)  -0.49
H (4.64, -3.13, -6.65)  0.34
H (12.03, 1.00, -1.83)  0.34
P (-0.54, 0.73, 2.75)  -0.13
C (-1.25, -1.49, -1.90)  -0.04
H (-4.01, -0.68, -1.52)  0.30
H (2.80, 4.44, -3.59)  0.14
Br (0.13, -1.44, -4.67)  -0.16
O (4.76, -1.75, -2.42)  -0.47
H (-7.00, 2.91, 0.76)  0.24
H (2.73, -4.70, -6.24)  0.35
C (-0.42, -3.85, 5.84)  0.01
H (-7.33, 2.48, -7.09)  0.35
H (0.52, -3.90, 6.38)  0.19
H (-2.86, 0.79, 3.21)  0.20
C (0.77, -5.11, 9.76)  -0.97
O (-0.83, -0.97, 2.94)  -0.33
C (-4.85, -1.06, 0.61)  -0.27
H (-8.95, 3.34, 2.27)  0.23
H (3.11, 0.04, -0.73)  -0.01
H (-12.59, 4.16, 0.28)  0.28
C (-11.88, 4.09, 1.12)  -0.27
H (10.49, 1.60, -3.72)  0.31
C (1.49, 5.67, -4.78)  -0.93
H (-2.07, 2.20, 3.71)  0.29
H (-8.99, 1.62, 2.70)  0.34
H (-7.27, 2.10, -5.35)  0.33
H (-4.86, 2.94, -7.05)  0.29
H (-0.12, -7.08, 9.71)  0.28


Entry 2:
Density functional theory data (ωB97M-V with the def2-TZVPD basis set) for a cluster of 9 separate species, C34H86O5 in total in a non-equilibrium geometry.

Its SMILES is CCCCCC.CCCCCC.CCCCCC.CCCCCC.CCO.CCO.CCO.CCO.CCO. The value obtained for the HOMO-LUMO gap is 9.94 eV. The molecular weight is 575.06 g mol⁻¹. Its LUMO energy is 0.36 eV.

Each line ends with the Mulliken charge.
CARTESIAN COORDINATES (ANGSTROEM)
C (-99.78, -114.06, 150.22)  0.29
C (-101.51, -107.43, 155.02)  -1.41
H (-96.56, -110.37, 145.94)  0.28
C (-98.77, -102.23, 149.39)  -0.73
H (-100.44, -107.43, 154.64)  0.24
C (-102.02, -112.17, 155.44)  -2.20
C (-101.63, -111.68, 153.99)  0.63
H (-104.59, -106.33, 150.85)  0.34
H (-101.82, -112.49, 153.45)  0.52
C (-98.86, -104.46, 148.10)  -0.58
C (-104.54, -111.62, 151.74)  0.16
C (-103.38, -104.66, 144.59)  -0.93
C (-103.55, -112.30, 150.81)  -0.49
C (-97.29, -110.79, 153.24)  -1.17
H (-104.27, -108.02, 153.43)  0.40
H (-98.98, -115.55, 151.49)  0.54
H (-99.79, -99.43, 149.56)  0.31
H (-104.28, -104.60, 142.00)  0.29
C (-99.78, -110.67, 152.61)  1.72
H (-102.86, -112.78, 155.36)  0.54
H (-106.35, -111.03, 151.76)  0.29
H (-104.80, -110.73, 145.23)  0.27
H (-106.02, -104.48, 142.61)  0.44
C (-98.03, -101.01, 149.78)  -0.48
C (-103.72, -111.01, 145.66)  0.19
C (-100.69, -109.34, 148.50)  0.69
H (-101.52, -108.28, 155.86)  0.21
H (-102.34, -109.95, 144.28)  0.16
H (-99.61, -111.61, 152.04)  -0.56
O (-103.77, -108.04, 154.43)  -0.68
C (-102.52, -110.98, 144.79)  -1.11
H (-103.96, -106.70, 145.18)  0.32
H (-101.28, -112.76, 155.82)  0.49
H (-102.65, -106.86, 153.46)  0.69
H (-103.32, -109.47, 149.69)  -0.02
C (-104.72, -104.29, 144.13)  -0.74
H (-99.98, -112.97, 150.13)  -0.22
C (-106.45, -107.51, 151.43)  -0.27
H (-97.21, -108.60, 146.46)  0.26
H (-101.18, -109.66, 147.64)  0.02
H (-100.52, -107.92, 150.04)  0.21
H (-102.52, -112.05, 151.08)  0.01
H (-98.02, -114.24, 151.44)  0.38
C (-98.96, -99.81, 150.26)  -1.34
H (-104.51, -111.99, 147.08)  0.29
H (-102.89, -108.35, 151.09)  0.85
H (-97.52, -100.60, 148.98)  0.38
O (-105.81, -111.51, 151.21)  -0.58
H (-106.55, -108.70, 152.69)  0.19
H (-107.35, -107.17, 151.74)  0.48
C (-105.55, -106.26, 151.18)  -1.45
H (-97.24, -111.67, 152.59)  0.19
H (-99.56, -100.22, 150.97)  0.40
H (-99.43, -111.84, 154.38)  0.39
H (-100.46, -106.08, 144.04)  0.54
H (-99.14, -102.77, 150.23)  0.41
H (-99.68, -102.01, 148.98)  0.45
H (-99.14, -114.45, 149.58)  0.49
H (-104.56, -112.35, 152.59)  0.34
H (-104.98, -103.30, 144.28)  0.50
H (-103.34, -110.07, 146.35)  -0.05
C (-98.77, -105.54, 149.19)  -0.69
H (-103.96, -113.33, 150.62)  0.39
H (-104.18, -110.68, 152.16)  -0.03
C (-98.44, -109.96, 152.70)  -0.63
H (-98.66, -109.00, 153.13)  0.45
C (-98.14, -103.10, 148.35)  -0.93
H (-100.18, -110.20, 154.64)  0.30
C (-97.13, -109.64, 146.80)  -1.19
O (-101.05, -114.57, 150.16)  -0.53
H (-102.16, -108.36, 153.01)  -0.41
C (-99.04, -114.58, 151.52)  -1.46
H (-103.16, -104.38, 145.55)  0.57
H (-98.55, -98.89, 150.70)  0.36
H (-103.74, -111.87, 149.77)  -0.07
H (-105.48, -105.64, 152.05)  0.37
H (-98.57, -108.91, 148.92)  -0.03
H (-99.80, -104.31, 147.81)  0.60
C (-102.44, -108.80, 150.32)  -0.70
H (-98.40, -105.06, 147.30)  0.29
H (-97.79, -105.84, 149.29)  0.33
H (-102.02, -109.72, 150.81)  -0.40
O (-105.86, -108.13, 152.53)  -0.51
H (-97.06, -103.34, 148.75)  0.26
H (-102.25, -106.08, 146.58)  -0.07
H (-106.07, -105.61, 150.62)  0.54
C (-101.93, -106.53, 145.53)  0.75
C (-103.16, -106.13, 144.67)  -0.51
H (-101.64, -106.48, 155.38)  0.50
H (-97.44, -111.00, 154.31)  0.28
H (-97.91, -102.52, 147.56)  0.54
C (-101.28, -108.30, 149.35)  -0.48
H (-96.39, -109.61, 147.65)  0.29
H (-106.48, -108.24, 150.65)  0.31
C (-102.55, -107.71, 153.91)  0.51
C (-105.06, -104.84, 142.76)  -1.25
H (-102.25, -110.79, 153.66)  -0.48
O (-103.72, -112.05, 146.59)  -0.50
H (-97.99, -109.82, 151.62)  -0.03
H (-105.08, -105.85, 142.88)  0.34
H (-100.50, -110.26, 148.99)  -0.24
H (-103.13, -106.69, 143.58)  0.29
H (-102.35, -111.39, 155.95)  0.50
H (-99.46, -106.39, 149.26)  -0.23
H (-101.43, -107.42, 148.69)  0.18
C (-100.24, -111.08, 154.01)  -0.84
H (-97.29, -101.36, 150.51)  0.31
H (-100.34, -109.87, 152.23)  -0.50
H (-99.12, -104.90, 149.98)  0.40
H (-101.78, -107.74, 145.55)  -0.25
H (-99.94, -106.51, 145.45)  0.09
C (-98.55, -110.03, 147.13)  -0.27
H (-99.19, -108.03, 147.39)  -0.50
H (-98.57, -110.98, 147.59)  0.32
H (-101.74, -111.32, 145.45)  0.22
H (-99.36, -114.10, 152.40)  0.26
H (-102.37, -111.67, 144.10)  0.53
H (-96.19, -110.52, 153.18)  0.34
C (-100.70, -105.84, 144.98)  -1.48
H (-101.37, -114.56, 149.35)  0.27
H (-100.66, -104.82, 145.11)  0.49
H (-102.78, -104.25, 143.92)  0.34
C (-99.25, -109.01, 147.99)  0.54
H (-99.10, -110.16, 146.18)  0.17
H (-105.52, -104.77, 144.74)  0.27